Here is a single C20H25NO3 molecule from the Open Molecules 2025 dataset. Energies are from ωB97M-V with the def2-TZVPD basis set.

Its structure (SMILES) is COc1ccc(C(=O)[C@@H]2CCCN(C(=O)C3=CCCC3)C2)c(C)c1.

Each line ends with the Löwdin charge.
CARTESIAN COORDINATES (ANGSTROEM)
C: 7.017 -1.349 0.231  -0.083
O: 6.207 -0.599 1.105  -0.073
C: 5.018 -0.130 0.656  -0.264
C: 4.278 0.633 1.564  0.007
C: 3.055 1.141 1.199  -0.023
C: 2.524 0.929 -0.077  -0.118
C: 1.213 1.499 -0.461  -0.320
O: 0.964 1.853 -1.594  0.091
C: 0.168 1.593 0.653  -0.203
C: -0.087 0.207 1.260  -0.131
C: -0.587 -0.759 0.181  -0.132
C: -1.582 -0.036 -0.747  -0.128
N: -2.130 1.117 -0.080  -0.047
C: -3.349 1.188 0.497  -0.420
O: -3.728 2.172 1.111  0.067
C: -4.241 0.009 0.316  -0.174
C: -4.189 -1.156 0.947  -0.040
C: -5.359 -2.034 0.614  -0.176
C: -6.016 -1.317 -0.578  -0.171
C: -5.478 0.122 -0.535  -0.124
C: -1.162 2.171 0.137  -0.082
C: 3.275 0.181 -1.000  -0.188
C: 2.791 -0.079 -2.391  -0.033
C: 4.500 -0.346 -0.615  0.025
H: 7.909 -1.603 0.802  0.094
H: 6.519 -2.270 -0.088  0.097
H: 7.305 -0.765 -0.649  0.097
H: 4.689 0.811 2.544  0.119
H: 2.518 1.744 1.914  0.114
H: 0.565 2.260 1.422  0.140
H: 0.819 -0.186 1.722  0.111
H: -0.848 0.313 2.037  0.125
H: 0.256 -1.131 -0.404  0.106
H: -1.065 -1.615 0.658  0.103
H: -2.388 -0.703 -1.054  0.120
H: -1.065 0.324 -1.642  0.122
H: -3.438 -1.464 1.654  0.111
H: -6.036 -2.087 1.472  0.111
H: -5.054 -3.053 0.372  0.105
H: -5.708 -1.796 -1.509  0.107
H: -7.103 -1.349 -0.528  0.103
H: -6.180 0.808 -0.054  0.123
H: -5.258 0.518 -1.528  0.117
H: -1.602 2.863 0.858  0.127
H: -0.985 2.702 -0.806  0.131
H: 2.856 0.834 -2.980  0.092
H: 3.390 -0.850 -2.870  0.079
H: 1.747 -0.386 -2.398  0.077
H: 5.053 -0.928 -1.336  0.106



Here is a molecular structure, C33H33BF6O3S in a non-equilibrium geometry from the Open Molecules 2025 dataset. Energies are from ωB97M-V with the def2-TZVPD basis set.

Each line ends with the Löwdin charge.
CARTESIAN COORDINATES (ANGSTROEM)
F: 5.328 -2.803 -1.875  0.107
C: 4.418 -3.196 -2.825  -0.516
F: 4.721 -2.508 -3.968  0.110
F: 4.667 -4.522 -3.067  0.113
C: 3.011 -2.948 -2.338  -0.143
C: 2.206 -2.003 -2.976  -0.010
C: 1.028 -1.621 -2.370  -0.012
C: 0.681 -2.088 -1.084  -0.128
C: -0.202 -1.213 -0.189  -0.051
C: -0.619 -1.861 1.122  -0.151
C: 0.335 -2.236 2.082  -0.014
C: -0.049 -2.919 3.234  0.004
C: -1.390 -3.174 3.469  -0.133
C: -1.780 -3.872 4.751  -0.510
F: -3.049 -4.377 4.710  0.110
F: -0.946 -4.931 5.015  0.108
F: -1.719 -3.040 5.841  0.114
C: -2.363 -2.805 2.547  0.008
C: -1.943 -2.232 1.351  -0.007
C: 1.345 -3.235 -0.642  -0.010
C: 2.553 -3.624 -1.212  -0.003
H: 2.526 -1.531 -3.905  0.128
H: 0.382 -0.898 -2.867  0.125
H: -1.085 -0.869 -0.722  0.118
H: 1.395 -2.049 1.925  0.102
H: 0.695 -3.257 3.954  0.129
H: -3.417 -2.943 2.749  0.119
H: -2.674 -2.056 0.563  0.106
H: 0.996 -3.801 0.220  0.119
H: 3.162 -4.409 -0.768  0.128
C: -6.354 -0.857 -0.344  -0.052
O: -5.298 -1.012 -1.331  -0.096
C: -4.113 -0.390 -1.063  -0.282
C: -3.237 -0.162 -2.149  -0.002
C: -2.263 0.800 -2.009  -0.049
C: -2.123 1.492 -0.761  -0.257
B: 0.743 -0.015 0.061  -0.695
C: -1.584 2.796 -0.607  -0.448
C: -1.498 3.596 0.535  -0.104
C: -1.244 4.968 0.244  -0.122
C: -0.943 5.189 -1.096  -0.578
C: -0.702 6.483 -1.776  -0.116
S: -0.915 3.689 -1.981  1.079
O: 0.931 0.640 1.247  0.155
C: 2.308 1.070 1.057  -0.416
C: 2.486 2.274 1.954  0.001
C: 3.146 -0.132 1.524  0.002
C: 2.393 1.374 -0.521  -0.409
C: 2.177 2.805 -0.964  -0.030
C: 3.631 0.810 -1.206  0.005
O: 1.264 0.617 -1.050  0.117
C: -2.652 0.849 0.382  -0.032
C: -3.784 0.076 0.230  -0.037
H: -7.228 -1.345 -0.771  0.091
H: -6.058 -1.339 0.597  0.083
H: -6.543 0.212 -0.178  0.101
H: -3.493 -0.658 -3.090  0.128
H: -1.566 0.974 -2.831  0.113
H: -1.645 3.210 1.540  0.111
H: -1.259 5.772 0.980  0.111
H: -1.162 7.327 -1.248  0.085
H: 0.375 6.678 -1.874  0.081
H: -1.122 6.448 -2.790  0.072
H: 3.546 2.556 2.030  0.100
H: 1.938 3.141 1.593  0.079
H: 2.105 2.039 2.956  0.101
H: 4.203 0.106 1.600  0.094
H: 2.804 -0.408 2.538  0.105
H: 3.009 -1.012 0.878  0.089
H: 3.021 3.449 -0.698  0.102
H: 2.054 2.813 -2.055  0.090
H: 1.244 3.202 -0.552  0.048
H: 4.532 1.195 -0.727  0.097
H: 3.639 -0.292 -1.189  0.084
H: 3.634 1.143 -2.259  0.102
H: -2.206 1.024 1.355  0.130
H: -4.403 -0.173 1.089  0.112



Here is a single C21H28N2O3 molecule from the Open Molecules 2025 dataset. Energies are from ωB97M-V with the def2-TZVPD basis set.

Its structure (SMILES) is C=CCOc1cccc(C(=O)N2CCC(CCC(=O)NC3CC3)CC2)c1.

Each line ends with the Löwdin charge.
CARTESIAN COORDINATES (ANGSTROEM)
C: -6.780 -1.688 1.526  0.026
C: -6.865 -2.137 0.289  -0.159
C: -5.712 -2.257 -0.668  -0.210
O: -4.495 -1.715 -0.210  -0.048
C: -4.359 -0.362 -0.130  -0.268
C: -5.331 0.569 -0.481  -0.021
C: -5.060 1.922 -0.365  -0.065
C: -3.836 2.367 0.096  -0.030
C: -2.858 1.441 0.442  -0.156
C: -1.553 1.906 1.021  -0.426
O: -1.469 2.252 2.185  0.074
N: -0.503 1.930 0.173  -0.044
C: -0.522 1.490 -1.200  -0.138
C: 0.352 0.245 -1.367  -0.134
C: 1.782 0.531 -0.899  -0.326
C: 2.672 -0.713 -1.040  -0.149
C: 4.116 -0.380 -1.439  -0.094
C: 4.766 0.612 -0.497  -0.512
O: 4.791 1.807 -0.712  0.054
N: 5.321 0.103 0.631  0.105
C: 5.464 -1.268 0.989  -0.316
C: 6.597 -2.073 0.407  -0.102
C: 6.624 -1.661 1.847  -0.099
C: 1.732 1.032 0.548  -0.126
C: 0.821 2.253 0.660  -0.122
C: -3.122 0.087 0.334  0.050
H: -5.845 -1.355 1.946  0.069
H: -7.640 -1.633 2.169  0.058
H: -7.807 -2.474 -0.123  0.101
H: -5.494 -3.320 -0.830  0.132
H: -5.988 -1.823 -1.641  0.127
H: -6.303 0.253 -0.825  0.106
H: -5.825 2.636 -0.634  0.106
H: -3.634 3.423 0.195  0.119
H: -1.548 1.286 -1.507  0.120
H: -0.122 2.297 -1.827  0.133
H: 0.349 -0.056 -2.416  0.119
H: -0.070 -0.572 -0.777  0.121
H: 2.197 1.329 -1.522  0.145
H: 2.261 -1.366 -1.814  0.114
H: 2.662 -1.274 -0.104  0.108
H: 4.706 -1.296 -1.478  0.109
H: 4.109 0.079 -2.429  0.127
H: 5.771 0.786 1.226  0.153
H: 4.522 -1.781 1.157  0.136
H: 6.422 -3.110 0.166  0.098
H: 7.269 -1.570 -0.272  0.106
H: 6.469 -2.412 2.605  0.100
H: 7.319 -0.888 2.136  0.103
H: 2.730 1.302 0.889  0.107
H: 1.346 0.241 1.196  0.129
H: 0.721 2.572 1.698  0.123
H: 1.232 3.077 0.066  0.136
H: -2.382 -0.647 0.614  0.132



| no. | Kohn-Sham gap (eV) | DFT total energy (eV) |
| --- | --- | --- |
| 1 | 9.40 | -28778.256 |
| 2 | 7.39 | -68717.978 |
| 3 | 9.37 | -31353.605 |